[1]
{
  "formula": "C3H6N2O",
  "method": "ωB97M-V/def2-TZVPD",
  "gap_ev": 9.70,
  "smiles": "C[C@H]1CN1N=O",
  "lumo_energy_ev": 0.83,
  "charge": 0,
  "symbols": ["C", "C", "C", "N", "N", "O", "H", "H", "H", "H", "H", "H"],
  "coordinates": [[0.017, -0.521, 1.319], [0.375, -0.462, -0.167], [1.045, 0.626, -0.952], [-2.162, 0.141, 0.406], [-0.930, -0.207, 0.361], [-2.770, 0.257, -0.634], [0.019, -1.401, 1.776], [0.439, 0.266, 1.856], [0.378, -1.564, -0.448], [1.132, 1.633, -0.387], [0.517, 1.022, -1.832], [1.942, 0.208, -1.298]],
  "nbo_charge": [-0.201, -0.044, -0.641, 0.246, -0.238, -0.409, 0.192, 0.190, 0.213, 0.226, 0.243, 0.224]
}

***

[2]
{
  "formula": "C3H6N2O",
  "method": "ωB97M-V/def2-TZVPD",
  "gap_ev": 10.71,
  "smiles": "CNC=O.C#N",
  "lumo_energy_ev": 0.90,
  "charge": 0,
  "symbols": ["C", "N", "C", "N", "C", "O", "H", "H", "H", "H", "H", "H"],
  "coordinates": [[-1.177, -0.010, 0.516], [-0.833, 0.033, -2.218], [0.271, -0.243, -2.015], [0.247, -0.394, 0.349], [1.191, 0.495, 0.868], [1.865, 0.276, 1.845], [-1.393, -0.037, 1.583], [-1.389, 0.994, 0.127], [-1.858, -0.684, -0.018], [1.305, -0.507, -1.977], [0.442, -1.335, 0.678], [1.328, 1.411, 0.262]],
  "nbo_charge": [-0.424, -0.372, 0.097, -0.668, 0.538, -0.547, 0.193, 0.221, 0.229, 0.230, 0.388, 0.113]
}

***

[3]
{
  "formula": "C3H6N2O",
  "method": "ωB97M-V/def2-TZVPD",
  "gap_ev": [7.89, 7.89],
  "lumo_energy_ev": [0.66, 0.66],
  "charge": 0,
  "symbols": ["C", "C", "C", "N", "N", "O", "H", "H", "H", "H", "H", "H"],
  "coordinates": [[0.036, -0.733, -1.315], [-0.073, -0.965, 0.117], [1.394, -0.807, -1.102], [-0.280, 0.570, 1.194], [-1.359, 1.252, 1.059], [1.323, -1.094, 0.207], [-0.628, -0.659, -2.188], [-0.757, -1.795, 0.347], [2.224, -1.110, -1.704], [0.666, 0.843, 0.886], [-0.212, 0.332, 2.200], [-1.302, 1.670, 0.148]],
  "nbo_charge": [-0.387, 0.102, 0.121, -0.330, -0.662, -0.517, 0.235, 0.201, 0.202, 0.350, 0.394, 0.290]
}

***

Q: What is the formula in the first record?
A: C3H6N2O

***

Repeat the second record exactly.
{
  "formula": "C3H6N2O",
  "method": "ωB97M-V/def2-TZVPD",
  "gap_ev": 10.71,
  "smiles": "CNC=O.C#N",
  "lumo_energy_ev": 0.90,
  "charge": 0,
  "symbols": ["C", "N", "C", "N", "C", "O", "H", "H", "H", "H", "H", "H"],
  "coordinates": [[-1.177, -0.010, 0.516], [-0.833, 0.033, -2.218], [0.271, -0.243, -2.015], [0.247, -0.394, 0.349], [1.191, 0.495, 0.868], [1.865, 0.276, 1.845], [-1.393, -0.037, 1.583], [-1.389, 0.994, 0.127], [-1.858, -0.684, -0.018], [1.305, -0.507, -1.977], [0.442, -1.335, 0.678], [1.328, 1.411, 0.262]],
  "nbo_charge": [-0.424, -0.372, 0.097, -0.668, 0.538, -0.547, 0.193, 0.221, 0.229, 0.230, 0.388, 0.113]
}